1.
Molecular formula: C14H14AlClNO2
Method: DFT, ωB97M-V with the def2-TZVPD basis set

Structure (ORCA input):
```
! wB97M-V def2-TZVPD RIJCOSX def2/J DEFGRID3
* xyz -1 1
C 2.156 -0.468 -0.716
C 1.330 -1.178 -1.611
C 0.553 -2.103 -0.882
C 0.906 -1.984 0.499
C 1.900 -0.944 0.602
Al -0.130 0.035 0.210
N 0.329 1.701 0.449
C -0.782 1.921 -0.872
C -0.860 0.770 -1.863
H -0.014 -2.929 -1.302
H 1.359 -1.093 -2.699
H 0.739 -2.750 1.248
H 2.537 -0.792 1.460
H 2.943 0.232 -0.991
H -0.238 0.822 -2.759
H -0.305 2.807 -1.313
H 0.576 2.308 1.320
H -1.787 0.226 -2.052
H -1.817 2.172 -0.536
Cl -4.673 -1.285 7.152
C -4.018 -0.969 5.615
C -4.734 -0.199 4.676
C -4.203 0.080 3.416
C -2.920 -0.404 3.098
C -2.192 -1.206 4.005
C -2.751 -1.469 5.254
C -2.447 -0.174 1.749
O -2.947 0.586 0.906
O -1.252 -0.738 1.474
H -5.711 0.183 4.956
H -4.739 0.655 2.689
H -1.225 -1.585 3.722
H -2.210 -2.060 5.984
*
```

Calculated values
frontier orbital gap	5.6	eV
lowest unoccupied orbital energy	2.5	eV
relative energy (zero: lowest compared OMol25 entry of this formula, charge and spin)	223.9	kJ/mol

Atom charges from the Mulliken analysis, given in e for atoms 1 to 6:
1 C -0.87
2 C -0.15
3 C -0.58
4 C -0.31
5 C -0.59
6 Al -0.32

---

2.
Molecular formula: C6H13NO
Method: DFT, ωB97M-V with the def2-TZVPD basis set

Structure (ORCA input):
```
! wB97M-V def2-TZVPD RIJCOSX def2/J DEFGRID3
* xyz 0 1
C -0.132 -0.137 0.636
C -0.611 -0.097 -0.666
C -0.095 1.042 1.558
C -2.217 -0.639 0.713
N -0.984 1.004 -1.347
C 2.040 0.091 -0.532
C 2.451 -0.776 -1.460
O 0.316 -1.338 1.134
H 1.234 -1.355 0.789
H -0.562 -1.023 -1.221
H -1.075 0.925 -2.345
H -0.673 1.903 -1.018
H 2.721 0.922 -0.312
H -0.741 1.857 1.226
H 0.930 1.403 1.630
H -0.420 0.725 2.549
H -2.581 -1.398 0.028
H -2.780 0.287 0.672
H -2.073 -1.036 1.710
H 3.409 -0.723 -1.987
H 1.842 -1.636 -1.757
*
```

Calculated values
frontier orbital gap	7.2	eV
lowest unoccupied orbital energy	0.6	eV
relative energy (zero: lowest compared OMol25 entry of this formula, charge and spin)	647.4	kJ/mol

Atom charges from the Mulliken analysis, given in e for atoms 1 to 6:
1 C 0.92
2 C -0.47
3 C -1.36
4 C -1.14
5 N -0.41
6 C -0.50

---

3.
Molecular formula: C26H88BrClN3O30PS
Method: DFT, ωB97M-V with the def2-TZVPD basis set

Structure (ORCA input):
```
! wB97M-V def2-TZVPD RIJCOSX def2/J DEFGRID3
* xyz 0 1
C 2.035 0.883 4.800
C 1.649 1.217 3.314
C 2.750 2.092 2.586
N 0.534 0.916 2.723
C 0.417 -0.424 2.121
C -0.047 -1.353 3.370
C -1.281 -0.831 4.176
C -1.004 -1.090 5.742
C -2.543 -1.767 3.861
O 1.777 -0.851 1.817
S 1.887 -2.395 1.269
O 2.074 -3.322 2.385
O 3.196 -2.419 0.571
C 0.523 -2.833 0.072
C -0.605 -3.774 0.732
N -0.137 -4.957 1.466
C 0.998 -3.759 -1.104
C 2.086 -3.381 -2.141
O 2.728 -4.606 -2.599
C -0.106 -1.394 -0.367
C -1.459 -1.753 -1.139
C -1.919 -0.799 -2.296
C -1.485 -1.278 -3.757
N -1.551 -0.096 -4.621
C -0.875 -0.282 -5.919
C 0.650 0.121 -5.838
C 1.146 1.327 -5.164
C 2.575 1.616 -5.097
C 3.519 0.702 -5.744
C 3.103 -0.518 -6.449
C 1.667 -0.798 -6.466
O 1.249 -2.011 -7.106
C 0.930 -0.648 -1.285
C 1.010 0.873 -1.390
O 0.283 1.651 -1.911
Cl 2.534 1.667 -0.707
C -0.606 -0.558 0.933
P -1.677 0.956 0.513
O -0.869 2.413 0.709
Br -3.347 1.135 2.082
H 3.090 0.512 4.778
H 2.013 1.866 5.362
H 1.318 0.203 5.311
H 2.166 2.724 1.856
H 3.461 1.437 2.024
H 3.245 2.820 3.281
H -0.307 -2.402 3.032
H 0.867 -1.506 4.011
H -1.511 0.254 4.103
H -1.710 -1.874 6.147
H 0.041 -1.432 5.949
H -1.281 -0.145 6.296
H -2.230 -2.819 4.075
H -2.922 -1.660 2.815
H -3.350 -1.436 4.576
H -1.253 -4.196 -0.089
H -1.318 -3.243 1.407
H -0.404 -4.900 2.447
H 0.835 -5.212 1.351
H 0.130 -4.184 -1.688
H 1.415 -4.690 -0.606
H 1.586 -2.959 -3.067
H 2.896 -2.674 -1.867
H 2.464 -4.775 -3.520
H -2.330 -1.831 -0.425
H -1.444 -2.764 -1.632
H -1.747 0.291 -2.159
H -3.047 -0.897 -2.334
H -0.506 -1.836 -3.772
H -2.269 -1.999 -4.131
H -1.248 0.758 -4.158
H -1.365 0.438 -6.638
H -1.059 -1.306 -6.319
H 0.386 1.985 -4.675
H 2.938 2.520 -4.568
H 4.601 0.959 -5.682
H 3.847 -1.185 -6.938
H 1.110 -2.634 -6.367
H 0.764 -1.037 -2.335
H 1.989 -0.980 -1.071
H -1.420 -1.214 1.369
H 0.103 2.326 0.714
O 5.104 2.127 -3.069
H 4.680 2.230 -2.208
H 5.883 1.591 -2.882
O 4.504 -0.900 3.510
H 3.898 -1.388 2.940
H 5.127 -1.573 3.822
O 3.789 3.916 -7.010
H 4.628 4.370 -6.874
H 3.963 3.014 -6.718
O 5.748 3.751 -0.099
H 6.245 2.926 -0.042
H 4.850 3.468 -0.302
O -3.710 4.261 -0.267
H -4.123 4.371 0.599
H -2.921 3.735 -0.083
O -0.996 1.803 6.441
H -0.768 2.125 5.561
H -1.567 2.492 6.797
O -0.689 -5.207 4.515
H -1.096 -5.090 5.381
H 0.112 -5.712 4.698
O 0.117 3.923 5.345
H 0.270 4.814 5.680
H 0.863 3.768 4.753
O -5.718 6.245 0.262
H -5.844 7.034 -0.283
H -5.068 5.725 -0.226
O 5.818 2.798 -8.482
H 5.396 3.154 -9.273
H 6.719 2.602 -8.763
O -0.956 -0.833 9.078
H -1.110 -0.052 8.532
H -0.295 -1.334 8.586
O -6.311 8.974 -0.958
H -6.059 9.301 -1.829
H -6.878 9.669 -0.603
O -0.509 -0.525 -9.130
H -1.100 -0.988 -9.733
H 0.063 -1.210 -8.773
O -7.710 5.176 -2.000
H -6.941 4.769 -2.418
H -7.366 5.533 -1.169
O 5.664 0.506 1.021
H 6.155 0.507 1.850
H 5.144 -0.307 1.061
O 0.290 5.503 2.854
H 0.146 6.024 2.056
H -0.134 4.657 2.663
O -3.110 -4.174 -1.274
H -3.685 -4.851 -1.660
H -3.449 -4.063 -0.378
O -4.608 3.671 -3.429
H -3.842 3.266 -3.849
H -4.263 4.024 -2.598
O 5.949 -3.259 4.504
H 6.441 -3.257 5.333
H 5.428 -4.070 4.540
O -9.061 7.505 -0.126
H -8.257 8.035 -0.083
H -9.028 7.101 -1.003
O -1.203 -2.366 11.570
H -0.975 -2.027 10.693
H -1.784 -1.691 11.935
O -3.477 -6.745 -1.916
H -4.082 -7.215 -2.502
H -2.879 -7.432 -1.592
O -0.962 -8.375 -1.465
H -0.188 -8.774 -1.878
H -0.627 -8.015 -0.634
*
```

Calculated values
frontier orbital gap	7.9	eV
lowest unoccupied orbital energy	-0.4	eV

Atom charges from the Mulliken analysis, given in e for atoms 1 to 6:
1 C -0.72
2 C 0.12
3 C -0.83
4 N -0.10
5 C 1.44
6 C -1.81

---

4.
Molecular formula: C40H80BrCl2N2O13P3Si
Method: DFT, ωB97M-V with the def2-TZVPD basis set

Structure (ORCA input):
```
! wB97M-V def2-TZVPD RIJCOSX def2/J DEFGRID3
* xyz 0 3
C -5.920 -1.696 -0.713
C -4.624 -0.919 -0.684
O -3.478 -1.805 -0.654
P -2.890 -2.234 -2.073
O -3.628 -1.719 -3.229
C -1.141 -1.733 -2.043
C -0.952 -0.493 -1.156
C 0.448 0.191 -1.175
C 1.174 0.095 -2.512
C 1.907 -1.172 -2.753
O 1.805 -2.228 -2.163
Cl 3.117 -1.018 -4.088
O 0.111 1.602 -1.196
C 0.019 2.205 0.088
P -1.682 2.372 0.799
O -2.555 2.392 -0.587
Cl -2.285 0.575 1.729
Si 0.675 3.989 -0.307
C 1.843 3.988 -1.772
C -0.786 5.083 -0.785
C 1.605 4.727 1.150
C 1.035 1.386 0.935
C 0.795 1.298 2.455
C 2.091 1.325 3.288
C 2.212 2.608 4.103
Br 4.070 3.011 4.514
C 1.290 0.066 0.151
C 0.933 -1.232 0.887
O 1.819 -1.490 1.965
C 2.152 -2.842 2.119
O 2.117 -3.253 3.469
C 2.330 -2.233 4.420
C 2.581 -2.907 5.766
O 2.026 -2.180 6.847
P 3.209 0.046 0.127
O 3.613 1.039 -1.148
O 3.697 -1.467 -0.285
O -2.859 -3.830 -2.135
C -2.356 -4.511 -0.964
C -1.015 -5.207 -1.261
H -6.107 -2.177 -1.665
H -5.883 -2.419 0.098
H -6.727 -1.012 -0.454
H -4.552 -0.182 -1.478
H -4.585 -0.379 0.259
H -0.841 -1.594 -3.073
H -0.603 -2.557 -1.580
H -1.269 -0.710 -0.148
H -1.628 0.276 -1.522
H 1.802 0.965 -2.653
H 0.411 0.162 -3.291
H -3.442 2.079 -0.378
H 1.472 3.361 -2.577
H 2.831 3.646 -1.470
H 1.972 5.000 -2.151
H -1.345 4.570 -1.565
H -0.443 6.046 -1.149
H -1.444 5.218 0.072
H 0.956 4.758 2.023
H 2.472 4.108 1.375
H 1.962 5.726 0.919
H 1.959 1.970 0.840
H 0.192 0.438 2.713
H 0.221 2.187 2.725
H 2.100 0.472 3.954
H 2.962 1.255 2.645
H 1.808 3.462 3.579
H 1.694 2.491 5.048
H 0.984 -2.028 0.147
H -0.073 -1.152 1.299
H 3.160 -3.014 1.738
H 1.444 -3.485 1.598
H 1.453 -1.593 4.537
H 3.188 -1.614 4.158
H 2.201 -3.930 5.731
H 3.644 -2.975 5.976
H 1.106 -2.006 6.651
H 4.343 0.636 -1.633
H 3.829 -1.634 -1.228
H -3.083 -5.279 -0.734
H -2.232 -3.846 -0.115
H -0.235 -4.757 -0.650
H -1.065 -6.256 -0.991
H -0.737 -5.097 -2.302
C 8.046 -3.873 -3.537
C 7.226 -2.604 -3.230
C 7.320 -1.632 -4.406
C 8.677 -0.935 -4.506
C 9.039 -0.264 -3.181
C 8.973 -1.213 -1.984
N 7.681 -1.960 -1.962
O 6.739 -1.198 -1.498
C 10.169 -2.185 -2.018
C 9.138 -0.418 -0.692
C 5.790 -3.076 -3.070
H 9.019 -3.671 -3.978
H 8.192 -4.470 -2.637
H 7.515 -4.492 -4.260
H 6.542 -0.866 -4.307
H 7.107 -2.170 -5.332
H 9.453 -1.647 -4.800
H 8.642 -0.184 -5.297
H 10.041 0.165 -3.242
H 8.353 0.574 -3.016
H 10.038 -2.987 -1.292
H 11.084 -1.653 -1.761
H 10.348 -2.630 -2.994
H 8.398 0.373 -0.595
H 10.121 0.051 -0.681
H 9.062 -1.069 0.180
H 5.684 -3.744 -2.213
H 5.469 -3.619 -3.958
H 5.108 -2.244 -2.945
C -10.747 2.811 2.223
C -10.031 1.806 1.298
C -9.557 0.599 2.109
C -8.348 0.902 2.995
C -7.216 1.516 2.174
C -7.652 2.740 1.367
N -8.891 2.457 0.584
O -8.592 1.777 -0.478
C -7.856 3.941 2.311
C -6.530 3.156 0.426
C -11.087 1.360 0.293
H -10.234 2.982 3.167
H -10.881 3.771 1.724
H -11.735 2.436 2.485
H -9.293 -0.214 1.425
H -10.384 0.232 2.720
H -8.631 1.566 3.816
H -7.999 -0.021 3.462
H -6.389 1.797 2.830
H -6.825 0.753 1.492
H -8.349 4.764 1.791
H -6.890 4.304 2.662
H -8.429 3.707 3.204
H -6.226 2.346 -0.237
H -5.655 3.445 1.010
H -6.819 4.009 -0.188
H -11.417 2.196 -0.325
H -11.953 0.971 0.828
H -10.727 0.570 -0.363
*
```

Calculated values
frontier orbital gap (spin up / spin down)	8.5 / 8.2	eV
⟨S²⟩	2.008
lowest unoccupied orbital energy (spin up / spin down)	0.3 / 0.0	eV

Atom charges from the Mulliken analysis, given in e for atoms 1 to 6:
1 C -1.38
2 C 0.16
3 O -0.30
4 P 1.02
5 O -0.89
6 C -0.02

---

5.
Molecular formula: C4H5LiO3Pm
Method: DFT, ωB97M-V with the def2-TZVPD basis set

Structure (ORCA input):
```
! wB97M-V def2-TZVPD RIJCOSX def2/J DEFGRID3
* xyz 3 5
Pm -0.226 3.004 -0.822
O -0.911 0.666 -0.131
C -2.201 0.271 0.399
H -2.720 -0.321 -0.360
H -2.046 -0.319 1.307
H -2.731 1.202 0.611
C 2.494 -0.310 -0.035
C 1.403 0.294 -0.538
O 1.316 1.502 -1.060
C 0.038 -0.285 -0.255
O -0.218 -1.433 0.031
Li -0.063 -3.210 0.433
H 2.409 -1.262 0.483
H 3.456 0.203 -0.063
*
```

Calculated values
frontier orbital gap (spin up / spin down)	5.5 / 7.8	eV
⟨S²⟩	6.121
lowest unoccupied orbital energy (spin up / spin down)	-15.1 / -13.2	eV

Atom charges from the Mulliken analysis, given in e for atoms 1 to 6:
1 Pm 2.28
2 O -0.38
3 C -0.60
4 H 0.35
5 H 0.32
6 H 0.24

---

6.
Molecular formula: C20H32N6O7Ti
Method: DFT, ωB97M-V with the def2-TZVPD basis set

Structure (ORCA input):
```
! wB97M-V def2-TZVPD RIJCOSX def2/J DEFGRID3
* xyz 0 3
O -0.994 0.718 -4.152
H -1.351 0.801 -5.053
Ti -0.451 0.378 -0.969
N -1.022 2.319 -0.602
N 0.767 1.414 -2.185
N -2.274 -0.309 -0.452
N -0.612 -1.211 -2.128
O -2.033 2.683 0.166
O -3.181 0.332 0.366
O 0.317 -1.590 -3.066
O 1.599 0.800 -2.972
C 0.788 2.768 -2.016
C -0.182 3.266 -1.115
C -2.590 -1.541 -0.930
C -1.674 -2.026 -1.903
C -0.373 4.682 -0.723
H -0.326 4.796 0.368
H -1.345 5.059 -1.065
H 0.410 5.304 -1.165
C 1.771 3.550 -2.800
H 1.589 3.428 -3.876
H 2.792 3.215 -2.579
H 1.695 4.613 -2.558
C -3.796 -2.258 -0.460
C -1.803 -3.301 -2.640
H -4.400 -1.615 0.184
H -3.507 -3.154 0.104
H -4.400 -2.585 -1.315
H -1.180 -3.286 -3.539
H -2.847 -3.472 -2.926
H -1.488 -4.144 -2.011
H -2.835 1.305 0.376
H 0.873 -0.748 -3.206
C -2.026 1.229 -3.231
H -1.952 2.324 -3.182
H -1.946 0.770 -2.220
H -3.018 0.958 -3.635
O -4.385 3.448 -1.386
H -5.125 2.858 -1.167
H -3.677 3.193 -0.752
C 2.334 -1.534 4.650
N 1.398 -0.896 3.752
N 1.572 -0.952 2.417
C 0.661 -0.163 1.811
O 0.588 -0.096 0.514
C -0.100 0.434 2.840
C 0.401 -0.043 4.037
C 0.012 0.271 5.428
C 2.574 -1.755 1.797
C 2.635 -3.119 2.083
C 3.651 -3.888 1.510
C 4.570 -3.292 0.636
C 4.471 -1.929 0.327
C 3.453 -1.158 0.891
H 2.046 -1.273 5.669
H 3.365 -1.195 4.477
H 2.301 -2.623 4.548
H -0.911 1.121 2.666
H 0.153 -0.588 6.094
H 0.582 1.122 5.831
H -1.049 0.550 5.446
H 1.896 -3.564 2.752
H 3.714 -4.950 1.750
H 5.355 -3.898 0.181
H 5.180 -1.460 -0.354
H 3.347 -0.096 0.664
*
```

Calculated values
frontier orbital gap (spin up / spin down)	5.5 / 6.4	eV
⟨S²⟩	2.294
lowest unoccupied orbital energy (spin up / spin down)	0.0 / 0.0	eV
relative energy (zero: lowest compared OMol25 entry of this formula, charge and spin)	0.0	kJ/mol

Atom charges from the Mulliken analysis, given in e for atoms 1 to 6:
1 O -0.47
2 H 0.29
3 Ti -0.09
4 N 1.32
5 N 1.47
6 N 0.35